No. 1
Formula: C8H23BClNOP
Source: the Open Molecules 2025 dataset
Level of theory: ωB97M-V/def2-TZVPD

CARTESIAN COORDINATES (ANGSTROEM)
C1 1.940 -3.283 2.683
C2 0.714 -3.233 1.776
P1 0.298 -1.539 1.086
B1 1.375 -0.133 1.963
Cl1 0.365 0.952 3.191
C3 -1.486 -1.261 1.548
C4 -2.137 -2.207 2.553
H1 2.160 -4.313 2.985
H2 1.800 -2.682 3.580
H3 2.820 -2.886 2.177
H4 -0.135 -3.666 2.301
H5 0.896 -3.877 0.913
H6 1.787 0.602 1.088
H7 2.318 -0.605 2.558
H8 -2.090 -1.262 0.637
H9 -1.546 -0.251 1.960
H10 -2.105 -3.244 2.222
H11 -1.658 -2.134 3.531
H12 -3.193 -1.952 2.685
C5 -0.750 3.692 -2.458
C6 -0.284 2.661 -1.433
C7 0.850 1.755 -1.919
O1 0.451 0.762 -2.851
C8 0.383 1.180 -4.190
N1 -1.437 1.899 -0.952
H13 -1.376 3.235 -3.226
H14 -1.349 4.460 -1.968
H15 0.097 4.176 -2.949
H16 0.118 3.206 -0.572
H17 1.227 1.219 -1.046
H18 1.678 2.341 -2.345
H19 1.168 1.910 -4.422
H20 -0.588 1.621 -4.445
H21 0.531 0.299 -4.816
H22 -1.147 1.319 -0.168
H23 -1.698 1.239 -1.679

Values from the calculation:
E_tot: -34695.86243 eV
maximum force: 0.7 eV Å⁻¹
2S+1: 1
charge: -1
orbital gap: 6.40 eV

natural (NBO) population analysis, charges in e, atoms 1 to 6: number 1, C, carries -0.603; number 2, C, carries -0.675; number 3, P, carries 0.457; number 4, B, carries -0.400; number 5, Cl, carries -0.382; number 6, C, carries -0.693

---

No. 2
Formula: C39H33F5N6O5PSeZr
Source: the Open Molecules 2025 dataset
Level of theory: ωB97M-V/def2-TZVPD

CARTESIAN COORDINATES (ANGSTROEM)
Zr1 -0.294 -0.533 0.731
C1 3.271 -1.283 3.832
O1 2.738 -2.483 3.248
C2 1.775 -2.122 2.427
N1 1.445 -0.873 2.374
C3 2.346 -0.152 3.313
C4 3.199 1.004 2.809
C5 3.131 1.569 1.546
C6 3.996 2.596 1.188
C7 4.912 3.093 2.098
C8 4.962 2.557 3.376
C9 4.119 1.516 3.725
C10 1.105 -3.157 1.649
C11 1.489 -4.478 1.652
C12 0.773 -5.379 0.855
C13 -0.272 -4.929 0.081
C14 -0.558 -3.559 0.079
N2 0.087 -2.697 0.894
C15 -1.578 -2.906 -0.726
N3 -1.729 -1.620 -0.644
C16 -2.826 -1.237 -1.552
C17 -3.324 -2.610 -2.066
O2 -2.443 -3.578 -1.446
C18 -2.349 -0.290 -2.635
C19 -1.169 0.414 -2.456
C20 -0.698 1.282 -3.428
C21 -1.425 1.468 -4.593
C22 -2.621 0.785 -4.771
C23 -3.080 -0.093 -3.801
H1 4.292 -1.162 3.474
H2 3.272 -1.400 4.913
H3 1.713 0.243 4.117
H4 2.411 1.217 0.831
H5 3.949 3.003 0.186
H6 5.587 3.888 1.814
H7 5.660 2.949 4.104
H8 4.177 1.095 4.723
H9 2.329 -4.790 2.254
H10 1.049 -6.423 0.841
H11 -0.836 -5.583 -0.568
H12 -3.600 -0.728 -0.973
H13 -3.233 -2.721 -3.144
H14 -4.342 -2.837 -1.753
H15 -0.608 0.274 -1.540
H16 0.236 1.808 -3.271
H17 -1.064 2.142 -5.358
H18 -3.195 0.933 -5.675
H19 -4.013 -0.620 -3.956
N4 -1.596 -1.678 2.853
N5 -2.868 -1.068 2.691
C24 -3.107 -0.302 1.540
O3 -4.232 -0.209 1.117
O4 -2.039 0.291 1.080
H20 -1.678 -2.672 2.663
H21 -1.315 -1.578 3.824
H22 -3.677 -1.569 3.028
F1 1.033 0.157 -7.197
C25 1.019 -0.567 -6.081
C26 -0.048 -1.409 -5.816
F2 -1.060 -1.492 -6.681
C27 -0.061 -2.150 -4.650
F3 -1.113 -2.942 -4.394
C28 0.970 -2.079 -3.722
Se1 0.986 -3.124 -2.146
C29 2.030 -1.224 -4.013
F4 3.051 -1.134 -3.154
C30 2.059 -0.468 -5.170
F5 3.070 0.370 -5.403
C31 0.821 3.366 2.746
P1 -0.200 1.927 2.208
C32 -1.130 1.621 3.772
C33 -1.371 2.900 1.192
C34 -2.424 3.640 1.713
C35 -3.242 4.372 0.866
C36 -3.008 4.377 -0.501
C37 -1.953 3.645 -1.026
C38 -1.138 2.909 -0.182
H23 0.143 4.131 3.121
H24 1.370 3.765 1.895
H25 1.538 3.093 3.520
H26 -1.256 2.543 4.337
H27 -0.571 0.915 4.391
H28 -2.104 1.196 3.546
H29 -2.618 3.649 2.779
H30 -4.068 4.940 1.272
H31 -3.645 4.956 -1.154
H32 -1.773 3.646 -2.092
H33 -0.288 2.359 -0.580
O5 3.177 -1.587 -0.110
C39 2.249 -0.919 -0.340
N6 1.299 -0.190 -0.519

Values from the calculation:
E_tot: -149657.35024 eV
maximum force: 1.6 eV Å⁻¹
2S+1: 1
charge: +1
orbital gap: 5.21 eV

Mulliken population analysis, charges in e, atoms 1 to 6: number 1, Zr, carries -1.168; number 2, C, carries -0.578; number 3, O, carries -0.462; number 4, C, carries -0.044; number 5, N, carries 0.629; number 6, C, carries -0.450

---

No. 3
Formula: H4O2P3
Source: the Open Molecules 2025 dataset
Level of theory: ωB97M-V/def2-TZVPD

CARTESIAN COORDINATES (ANGSTROEM)
O1 -0.441 1.310 2.765
O2 0.777 -1.161 -2.094
P1 -0.093 -0.098 -1.538
P2 0.458 -0.945 1.049
P3 -0.419 0.874 1.329
H1 -0.583 0.847 -2.451
H2 -1.085 -0.659 -0.775
H3 0.481 0.818 -0.738
H4 0.905 -0.986 2.453

Values from the calculation:
E_tot: -32026.17636 eV
maximum force: 2.6 eV Å⁻¹
2S+1: 1
charge: -1
energy above the lowest of the compared OMol25 structures with the same formula, charge and spin: 51.76 kcal/mol
orbital gap: 7.66 eV

natural (NBO) population analysis, charges in e, atoms 1 to 6: number 1, O, carries -1.127; number 2, O, carries -1.118; number 3, P, carries 1.293; number 4, P, carries -0.550; number 5, P, carries 0.748; number 6, H, carries -0.124

---

No. 4
Formula: C5H13NO
Source: the Open Molecules 2025 dataset
Level of theory: ωB97M-V/def2-TZVPD

CARTESIAN COORDINATES (ANGSTROEM)
C1 0.146 -1.851 0.529
C2 0.663 -0.392 0.644
C3 -0.271 0.434 1.489
C4 -0.427 1.803 0.812
C5 -0.021 1.574 -0.629
N1 0.653 0.247 -0.691
H1 0.740 -2.458 -0.155
H2 -0.867 -1.813 0.122
H3 0.092 -2.279 1.529
H4 1.680 -0.542 1.018
H5 -1.209 -0.047 1.612
H6 0.018 0.585 2.527
H7 -1.445 2.154 0.947
H8 0.213 2.576 1.238
H9 0.590 2.341 -1.074
H10 -0.899 1.485 -1.272
H11 1.567 0.266 -1.058
O1 -0.648 -1.303 -2.832
H12 -0.142 -2.095 -2.640
H13 -0.434 -0.686 -2.116

Values from the calculation:
SMILES: C[C@@H]1CCCN1.O
E_tot: -8933.24540 eV
maximum force: 1.9 eV Å⁻¹
2S+1: 1
energy above the lowest of the compared OMol25 structures with the same formula, charge and spin: 17.65 kcal/mol
orbital gap: 9.93 eV

natural (NBO) population analysis, charges in e, atoms 1 to 6: number 1, C, carries -0.603; number 2, C, carries -0.054; number 3, C, carries -0.421; number 4, C, carries -0.415; number 5, C, carries -0.224; number 6, N, carries -0.660

---

Which formula does entry 1 have? C8H23BClNOP

---

The highest E_tot belongs to which entry? C5H13NO

---

Which value of 2S+1 does entry 1 give? 1